Entry 1:
Below is a 2-piece molecular cluster, C2O2S overall in a non-equilibrium geometry, with properties calculated with ωB97M-V with the def2-TZVPD basis set.

Atoms and positions in Å:
C: -0.981 0.178 -0.034
C: 1.083 0.077 -0.124
O: -1.167 -0.880 0.427
O: -1.307 1.211 -0.483
S: 2.372 -0.585 0.214

## Properties
total charge: 0
relative energy (zero: lowest compared OMol25 entry of this formula, charge and spin): 2.202 eV
HOMO energy: -11.5 eV



Entry 2:
Below is a 8-piece molecular cluster, C7H28ClN8O7 overall in a non-equilibrium geometry, with properties calculated with ωB97M-V with the def2-TZVPD basis set.

Atoms and positions in Å:
Cl: 0.103 0.881 0.342
C: -3.632 0.308 4.196
O: -3.651 1.467 3.468
H: -3.167 0.565 5.148
H: -4.653 -0.032 4.367
H: -3.116 -0.548 3.762
H: -2.913 1.347 2.865
C: -3.977 1.861 -3.527
O: -2.644 2.516 -3.446
H: -3.886 0.795 -3.319
H: -4.782 2.309 -2.945
H: -4.214 1.938 -4.588
H: -2.193 2.228 -2.649
C: 3.281 -4.161 1.551
O: 3.605 -3.096 0.615
H: 3.444 -5.076 0.981
H: 3.750 -4.137 2.535
H: 2.204 -4.193 1.711
H: 2.914 -2.435 0.530
C: 1.633 -0.973 -6.026
O: 0.729 -0.231 -6.425
N: 2.413 -1.820 -6.666
N: 1.712 -1.034 -4.737
H: 2.274 -1.694 -7.658
H: 2.763 -2.577 -6.096
H: 2.363 -1.632 -4.249
H: 1.217 -0.308 -4.239
C: 2.223 6.366 0.753
O: 2.672 7.511 0.898
N: 1.611 5.675 1.663
N: 2.599 5.594 -0.225
H: 1.329 6.097 2.536
H: 1.271 4.748 1.451
H: 3.332 5.917 -0.840
H: 2.031 4.778 -0.406
C: -2.742 -4.535 -2.204
O: -3.202 -5.602 -2.213
N: -2.677 -3.809 -1.110
N: -2.116 -4.031 -3.255
H: -2.125 -2.966 -1.180
H: -2.916 -4.250 -0.233
H: -1.920 -4.559 -4.093
H: -1.515 -3.228 -3.135
C: 1.444 0.614 6.301
O: 1.316 0.917 7.494
N: 1.437 1.487 5.346
N: 1.342 -0.597 5.796
H: 1.242 2.456 5.551
H: 1.456 1.142 4.397
H: 1.222 -1.399 6.398
H: 1.109 -0.592 4.813

## Properties
total charge: -1
relative energy (zero: lowest compared OMol25 entry of this formula, charge and spin): 2.262 eV
HOMO energy: -5.3 eV



Entry 3:
Below is C4H8NS as an isolated structure in a non-equilibrium geometry, with properties calculated with ωB97M-V with the def2-TZVPD basis set.

Atoms and positions in Å:
C: -0.571 0.360 1.679
C: 0.045 0.729 0.567
C: -0.211 1.709 2.316
C: -0.527 -0.707 -1.520
N: 0.799 -1.439 -1.924
S: 0.618 2.298 0.788
H: -0.714 -0.570 2.137
H: -1.125 2.188 2.433
H: 0.543 1.822 3.194
H: -0.804 0.035 -2.289
H: -1.226 -1.504 -1.178
H: 1.304 -1.735 -1.126
H: 1.434 -1.002 -2.552
H: 0.437 -2.183 -2.524

## Properties
total charge: +1
relative energy (zero: lowest compared OMol25 entry of this formula, charge and spin): 5.221 eV
HOMO energy (alpha / beta): -12.4 / -12.4 eV



Entry 4:
Below is a 2-piece molecular cluster, C9H14 overall in a non-equilibrium geometry, with properties calculated with ωB97M-V with the def2-TZVPD basis set.

Atoms and positions in Å:
C: 0.363 -2.493 -0.414
C: 0.266 -1.187 -1.100
C: 1.017 -1.119 -2.303
C: 1.098 0.045 -3.092
C: 0.412 1.119 -2.602
C: -0.674 0.967 -1.690
C: -0.691 -0.162 -0.889
H: -0.232 -2.773 0.492
H: 1.488 -2.628 -0.281
H: 0.125 -3.330 -1.082
H: 1.503 -2.006 -2.656
H: 1.579 -0.149 -4.020
H: 0.513 2.091 -3.035
H: -1.090 1.956 -1.438
H: -1.313 -0.405 0.008
C: -1.177 1.792 3.018
C: 0.126 0.839 3.015
H: -1.588 1.718 4.048
H: -0.788 2.743 2.722
H: -1.956 1.245 2.508
H: 0.458 0.541 2.018
H: -0.202 -0.177 3.162
H: 0.764 1.372 3.610

## Properties
total charge: 0
relative energy (zero: lowest compared OMol25 entry of this formula, charge and spin): 2.283 eV
HOMO energy: -8.8 eV
structure (SMILES): Cc1ccccc1.CC



Entry 5:
Below is a 2-piece molecular cluster, C9H12N3O3 overall in a non-equilibrium geometry, with properties calculated with ωB97M-V with the def2-TZVPD basis set.

Atoms and positions in Å:
C: 2.997 -0.920 -0.209
C: 2.341 -1.938 0.461
C: 3.016 0.066 0.769
C: 1.576 0.546 3.733
C: -0.391 -0.186 2.569
C: -2.385 0.998 0.486
C: -0.101 1.258 -0.746
C: -0.878 -1.052 -0.103
C: -0.853 0.496 0.307
N: 1.940 -1.583 1.686
N: 0.411 0.148 3.668
N: 2.366 -0.354 1.875
O: 2.463 1.013 4.336
O: -1.297 -0.979 2.535
O: -0.136 0.657 1.545
H: 3.007 -0.835 -1.267
H: 2.074 -2.869 0.090
H: 3.434 1.118 0.636
H: -3.066 0.119 0.663
H: -2.354 1.673 1.305
H: -2.601 1.664 -0.315
H: -0.454 0.770 -1.742
H: 0.953 1.080 -0.502
H: -0.231 2.281 -0.943
H: 0.109 -1.636 0.217
H: -1.684 -1.636 0.409
H: -1.034 -1.058 -1.261

## Properties
total charge: -1
relative energy (zero: lowest compared OMol25 entry of this formula, charge and spin): 1.018 eV
HOMO energy: -4.6 eV



Entry 6:
Below is C11H24BN as an isolated structure in a non-equilibrium geometry, with properties calculated with ωB97M-V with the def2-TZVPD basis set.

Atoms and positions in Å:
B: -0.668 0.310 -0.070
C: -0.629 1.441 1.756
C: 1.356 -0.188 1.350
C: 0.414 0.473 2.337
C: 1.309 1.118 3.393
C: -2.961 -0.477 -0.876
C: -2.580 1.967 -0.913
C: 1.891 -0.085 -1.966
C: 2.219 -2.055 -0.549
C: 0.061 -1.760 -1.828
C: -1.865 0.607 -1.112
C: 1.120 -1.036 -1.053
N: 0.549 -0.366 0.074
H: -0.580 2.556 1.647
H: -1.483 1.343 2.343
H: 2.042 0.734 1.262
H: 1.817 -0.961 1.844
H: -0.078 -0.310 2.938
H: 0.780 1.905 3.975
H: 2.213 1.646 2.937
H: 1.652 0.408 4.202
H: -3.542 -0.321 0.038
H: -2.447 -1.496 -0.916
H: -3.750 -0.466 -1.669
H: -3.341 1.852 -0.093
H: -1.966 2.844 -0.801
H: -3.035 2.203 -1.815
H: 1.168 0.585 -2.491
H: 2.651 0.528 -1.438
H: 2.430 -0.647 -2.780
H: 1.622 -2.723 0.229
H: 3.006 -1.468 -0.026
H: 2.625 -2.746 -1.349
H: 0.536 -2.170 -2.757
H: -0.337 -2.657 -1.297
H: -0.739 -1.084 -2.328
H: -1.460 0.498 -2.198

## Properties
total charge: 0
relative energy (zero: lowest compared OMol25 entry of this formula, charge and spin): 1.172 eV
HOMO energy: -8.0 eV



Entry 7:
Below is C54H55AsN4RuS2 as an isolated structure in a non-equilibrium geometry, with properties calculated with ωB97M-V with the def2-TZVPD basis set.

Atoms and positions in Å:
Ru: -1.091 -1.432 -0.274
C: -3.841 -0.739 -0.931
N: -3.172 -1.868 -0.216
C: -3.569 -1.834 1.252
C: -2.487 -2.337 2.192
N: -1.185 -1.694 1.927
C: -1.184 -0.253 2.371
C: -0.083 -2.479 2.364
C: -0.208 -3.426 3.387
C: 0.877 -4.341 3.605
C: 2.121 -4.171 2.947
C: 2.240 -3.179 1.948
C: 1.128 -2.376 1.648
S: 1.211 -1.412 0.163
C: -3.462 -3.144 -0.865
C: -4.769 -3.382 -1.179
C: -5.087 -4.631 -1.777
C: -4.095 -5.555 -2.203
C: -2.759 -5.311 -1.853
C: -2.451 -4.082 -1.209
S: -0.838 -3.685 -0.794
H: -4.943 -0.626 -0.817
H: -3.580 -0.764 -1.980
H: -3.382 0.168 -0.533
H: -4.516 -2.329 1.461
H: -3.773 -0.768 1.440
H: -2.350 -3.421 2.054
H: -2.813 -2.209 3.226
H: -1.889 0.316 1.707
H: -1.393 -0.133 3.447
H: -0.175 0.158 2.143
H: -1.063 -3.441 4.061
H: 0.737 -5.059 4.406
H: 2.980 -4.722 3.249
H: 3.149 -3.094 1.369
H: -5.511 -2.644 -0.983
H: -6.115 -4.806 -2.104
H: -4.357 -6.450 -2.731
H: -1.953 -6.005 -2.016
C: 0.279 4.527 -0.380
C: -0.868 4.244 0.568
C: -1.089 5.293 1.517
C: -2.120 5.252 2.429
C: -3.004 4.159 2.357
C: -2.847 3.122 1.432
C: -3.982 2.171 1.410
C: -1.710 3.066 0.517
N: -1.390 1.910 -0.196
C: -1.431 1.832 -1.517
C: -2.256 2.832 -2.306
C: -0.672 0.842 -2.319
C: 0.041 1.389 -3.500
N: -0.708 -0.473 -2.145
C: -0.500 -1.381 -3.255
C: -1.647 -1.780 -3.990
C: -2.918 -0.945 -4.165
C: -1.536 -2.892 -4.837
C: -0.316 -3.542 -5.046
C: 0.813 -3.102 -4.390
C: 0.764 -1.998 -3.486
C: 2.113 -1.470 -2.977
H: 0.202 5.519 -0.818
H: 0.373 3.773 -1.187
H: 1.211 4.531 0.155
H: -0.391 6.173 1.454
H: -2.245 6.039 3.144
H: -3.790 4.100 3.104
H: -4.367 1.964 2.445
H: -3.675 1.220 0.952
H: -4.860 2.568 0.817
H: -3.016 3.267 -1.629
H: -2.850 2.386 -3.139
H: -1.643 3.634 -2.717
H: 0.379 2.399 -3.298
H: -0.638 1.454 -4.370
H: 0.900 0.778 -3.822
H: -3.830 -1.557 -4.092
H: -2.874 -0.569 -5.169
H: -2.971 -0.076 -3.472
H: -2.438 -3.211 -5.358
H: -0.207 -4.375 -5.739
H: 1.759 -3.580 -4.471
H: 2.708 -1.128 -3.818
H: 2.645 -2.270 -2.459
H: 1.951 -0.604 -2.336
C: 2.535 4.072 4.941
C: 3.644 3.911 4.113
C: 3.535 3.135 2.936
C: 2.366 2.432 2.618
C: 1.267 2.648 3.417
C: 1.360 3.388 4.615
As: 2.240 0.936 1.216
C: 3.303 1.444 -0.381
C: 2.883 2.232 -1.461
C: 3.811 2.696 -2.390
C: 5.168 2.241 -2.308
C: 5.563 1.336 -1.328
C: 4.612 0.967 -0.364
C: 4.941 0.166 0.788
C: 6.202 -0.343 1.099
C: 6.364 -1.056 2.275
C: 5.313 -1.138 3.224
C: 4.077 -0.571 2.903
C: 3.906 0.099 1.725
H: 2.545 4.631 5.873
H: 4.618 4.339 4.353
H: 4.380 3.074 2.285
H: 0.303 2.261 3.129
H: 0.517 3.375 5.323
H: 1.823 2.448 -1.579
H: 3.515 3.469 -3.152
H: 5.887 2.580 -3.034
H: 6.597 0.949 -1.282
H: 7.026 -0.193 0.435
H: 7.320 -1.501 2.514
H: 5.440 -1.691 4.134
H: 3.234 -0.668 3.557

## Properties
total charge: +1
2S+1: 6
expectation value of S²: 8.825
relative energy (zero: lowest compared OMol25 entry of this formula, charge and spin): 0.000 eV
HOMO energy (alpha / beta): -7.1 / -9.4 eV



Entry 8:
Below is C3H9NOS in the gas phase in a non-equilibrium geometry, with properties calculated with ωB97M-V with the def2-TZVPD basis set.

Atoms and positions in Å:
C: -0.817 1.028 1.166
C: -0.100 -0.172 0.543
C: 1.466 -0.066 0.337
S: -0.644 -0.523 -1.171
N: 0.039 -1.775 -1.732
O: -0.541 0.772 -1.835
H: -0.353 1.290 2.134
H: -0.679 1.853 0.466
H: -1.921 0.704 1.322
H: -0.374 -0.983 1.327
H: 1.520 0.622 -0.502
H: 1.957 -0.978 0.161
H: 1.983 0.379 1.263
H: -2.062 -0.657 -0.935
H: 0.526 -1.495 -2.542

## Properties
total charge: 0
relative energy (zero: lowest compared OMol25 entry of this formula, charge and spin): 3.111 eV
HOMO energy: -9.8 eV
structure (SMILES): CC(C)[S@H](=N)=O



Entry 9:
Below is a 2-piece molecular cluster, CH3Cl2O3P overall in a non-equilibrium geometry, with properties calculated with ωB97M-V with the def2-TZVPD basis set.

Atoms and positions in Å:
C: -4.965 -0.202 -0.302
O: 1.103 0.018 0.262
O: -1.295 0.690 -0.218
O: -0.763 -1.517 0.127
P: -0.412 -0.148 0.858
Cl: -4.744 1.410 -0.348
Cl: -3.595 -1.171 -0.122
H: 1.761 0.627 0.604
H: -2.075 0.082 -0.328
H: -0.394 -2.360 0.475

## Properties
total charge: 0
relative energy (zero: lowest compared OMol25 entry of this formula, charge and spin): 2.704 eV
HOMO energy: -9.1 eV



Entry 10:
Below is C45H36Cl2NO8RhS3 as an isolated structure, with properties calculated with ωB97M-V with the def2-TZVPD basis set.

Atoms and positions in Å:
Rh: -0.961 1.804 -0.301
C: -3.137 -4.241 -6.241
C: -2.867 -3.317 -5.087
C: -1.582 -3.211 -4.545
C: -1.317 -2.341 -3.505
C: -2.348 -1.567 -2.990
C: -3.625 -1.637 -3.525
C: -3.880 -2.521 -4.563
S: -2.076 -0.405 -1.670
O: -0.639 0.097 -1.854
C: -2.102 -1.459 -0.230
C: -3.410 -1.582 0.295
C: -3.609 -2.241 1.465
C: -2.509 -2.734 2.206
C: -2.700 -3.370 3.454
C: -1.632 -3.821 4.174
C: -0.324 -3.653 3.679
C: -0.108 -3.048 2.473
C: -1.196 -2.570 1.702
C: -1.002 -1.949 0.426
C: 0.354 -2.120 -0.188
C: 0.584 -3.387 -0.821
C: -0.449 -4.345 -0.989
C: -0.208 -5.529 -1.627
C: 1.076 -5.826 -2.126
C: 2.097 -4.934 -1.961
C: 1.880 -3.702 -1.298
C: 2.938 -2.790 -1.078
C: 2.709 -1.600 -0.465
C: 1.406 -1.247 -0.046
S: 1.132 0.353 0.738
O: 1.509 0.261 2.157
C: 2.427 1.246 -0.113
C: 3.451 1.783 0.639
C: 4.457 2.488 -0.009
C: 4.440 2.660 -1.390
C: 5.544 3.414 -2.081
C: 3.386 2.110 -2.120
C: 2.375 1.404 -1.491
H: -2.427 -5.068 -6.264
H: -3.048 -3.701 -7.188
H: -4.145 -4.655 -6.193
H: -0.783 -3.824 -4.947
H: -0.316 -2.249 -3.099
H: -4.414 -1.004 -3.131
H: -4.880 -2.585 -4.978
H: -4.241 -1.119 -0.226
H: -4.606 -2.341 1.877
H: -3.711 -3.478 3.831
H: -1.784 -4.300 5.134
H: 0.519 -4.000 4.264
H: 0.903 -2.912 2.112
H: -1.443 -4.132 -0.615
H: -1.010 -6.248 -1.748
H: 1.251 -6.767 -2.635
H: 3.093 -5.157 -2.328
H: 3.938 -3.054 -1.405
H: 3.526 -0.913 -0.298
H: 3.443 1.654 1.716
H: 5.265 2.920 0.574
H: 5.779 4.342 -1.558
H: 5.274 3.662 -3.107
H: 6.459 2.816 -2.112
H: 3.351 2.249 -3.195
H: 1.559 0.982 -2.065
C: 3.622 4.297 5.151
C: 2.710 4.370 3.958
C: 3.183 4.791 2.714
C: 2.347 4.839 1.614
C: 1.014 4.477 1.762
C: 0.516 4.058 2.983
C: 1.373 4.001 4.072
S: 0.016 4.564 0.313
O: -0.164 5.927 -0.091
O: 0.629 3.637 -0.650
N: -1.355 3.801 0.700
C: -2.550 4.356 0.409
C: -3.001 3.842 -1.422
O: -3.876 4.557 -1.797
O: -2.300 2.884 -1.740
H: 4.639 4.595 4.893
H: 3.657 3.281 5.551
H: 3.271 4.951 5.952
H: 4.225 5.074 2.604
H: 2.731 5.141 0.646
H: -0.505 3.716 3.074
H: 0.993 3.641 5.020
H: -2.637 5.436 0.354
H: -3.407 3.807 0.794
Cl: -5.175 1.089 2.075
C: -3.747 1.207 3.120
Cl: -3.692 -0.141 4.271
C: -2.396 1.315 2.349
O: -1.415 1.595 3.019
O: -2.473 1.200 1.074
H: -3.864 2.102 3.717

## Properties
total charge: 0
2S+1: 5
expectation value of S²: 6.011
relative energy (zero: lowest compared OMol25 entry of this formula, charge and spin): 0.337 eV
HOMO energy (alpha / beta): -7.9 / -8.6 eV



Entry 11:
Below is an isolated ion of composition C3H7N2S and charge +1 in a non-equilibrium geometry, with properties calculated with ωB97M-V with the def2-TZVPD basis set.

Atoms and positions in Å:
C: -1.639 -0.360 0.854
C: 1.651 1.336 0.714
C: 0.150 -0.113 -0.652
N: -1.224 -0.046 -0.350
N: 0.897 1.262 -0.282
S: 0.935 -1.602 0.114
H: -2.675 -0.275 1.169
H: 1.731 0.531 1.403
H: 0.237 -0.363 -1.691
H: -1.961 0.257 -1.133
H: 1.002 1.973 -0.904
H: -0.879 -0.711 1.523
H: 1.773 -1.887 -0.766

## Properties
total charge: +1
relative energy (zero: lowest compared OMol25 entry of this formula, charge and spin): 5.338 eV
HOMO energy (alpha / beta): -12.1 / -12.1 eV



Entry 12:
Below is C5H8O in the gas phase in a non-equilibrium geometry, with properties calculated with ωB97M-V with the def2-TZVPD basis set.

Atoms and positions in Å:
C: -2.438 -0.353 -0.056
C: -1.125 -0.365 0.215
C: -0.083 0.541 -0.343
C: 1.074 0.966 0.508
C: 1.288 -0.089 -0.489
O: 1.484 -1.357 0.002
H: -3.002 -1.143 0.359
H: -2.900 0.313 -0.786
H: -0.730 -0.992 1.076
H: -0.494 1.249 -1.057
H: 1.464 1.967 0.365
H: 1.144 0.694 1.512
H: 1.842 0.108 -1.430
H: 2.476 -1.540 0.122

## Properties
total charge: 0
relative energy (zero: lowest compared OMol25 entry of this formula, charge and spin): 2.237 eV
HOMO energy: -9.0 eV
structure (SMILES): C=C[C@H]1C[C@H]1O



Question: Which formula does entry 12 have?
Answer: C5H8O



Question: Number 6 is which compound?
Answer: C11H24BN